Computed, not measured: a structure of composition C24H45BrNdP2 in a non-equilibrium geometry, with ωB97M-V/def2-TZVPD.

Structure (XYZ):
```
73
Properties=species:S:1:pos:R:3:forces:R:3
Nd 0.05439 0.46654 0.22026 -0.14 1.45 0.30
C 2.54544 1.09206 1.03522 -0.32 0.31 -0.80
C 2.64391 0.57776 -0.30310 -0.66 0.61 0.36
C 1.62245 2.64533 -0.40073 0.31 -0.77 -0.24
C 1.96311 2.39169 0.94978 -0.02 -0.59 -0.21
C 2.06196 1.53629 -1.19038 0.03 0.03 1.07
C 3.01538 0.42503 2.28713 0.26 -0.19 0.35
H 2.86928 -0.66604 2.24091 0.08 0.23 0.07
H 2.47932 0.80187 3.17291 0.17 -0.16 -0.30
H 4.09007 0.59770 2.46523 -0.30 -0.09 -0.06
C 1.85646 3.38562 2.05072 -0.20 0.30 0.34
H 2.09160 2.93404 3.01828 -0.04 0.11 -0.08
H 0.84613 3.80546 2.10557 0.15 -0.02 0.06
H 2.55262 4.22622 1.90039 -0.14 -0.30 -0.01
C 1.01649 3.89736 -0.92606 -0.22 0.55 -0.13
H 1.76790 4.57307 -1.36625 -0.15 -0.25 0.11
H 0.51209 4.44543 -0.12250 0.05 -0.10 -0.22
H 0.26862 3.68751 -1.70462 0.15 0.10 0.15
C 2.03390 1.44789 -2.67518 -0.02 0.00 -0.65
H 2.98501 1.80341 -3.11456 -0.36 -0.16 0.17
H 1.23276 2.06633 -3.11000 0.25 -0.21 0.14
H 1.88706 0.41000 -3.01373 0.03 0.31 -0.03
C 3.30082 -0.68669 -0.71456 0.39 -0.54 -0.19
H 4.39619 -0.58149 -0.69620 -0.23 -0.10 0.02
H 3.02084 -0.96155 -1.73836 0.11 0.02 0.24
H 3.04045 -1.53019 -0.05964 0.15 0.10 -0.10
C -0.94314 -2.59525 0.09550 0.58 -0.27 0.31
C 0.37472 -2.71447 0.34640 -0.65 -0.08 0.23
C 1.19422 -3.82398 -0.24929 0.60 -0.23 0.40
C 1.52809 -3.79162 -1.76198 0.63 -0.04 -0.39
C 0.96693 -2.68534 -2.61372 0.00 -0.15 -0.06
C -0.33932 -2.58646 -2.85265 -0.08 0.07 -0.07
C -1.32391 -3.58504 -2.31025 -0.43 0.04 -0.41
C -1.66507 -3.56572 -0.79636 -0.79 0.04 0.01
H 0.71994 -4.80106 -0.06912 -0.15 0.43 0.24
H 1.21168 -4.76232 -2.16781 0.07 0.26 -0.12
H 2.14884 -3.87161 0.29396 -0.29 0.02 -0.09
H -1.53101 -4.59946 -0.44604 0.12 0.37 0.29
H -1.58271 -1.90230 0.66246 0.29 -0.01 -0.08
H 0.86709 -2.13486 1.14790 -0.27 0.02 -0.32
H -2.74414 -3.37689 -0.70716 0.29 -0.02 0.06
H -2.26672 -3.44678 -2.85314 0.21 -0.11 0.07
H -0.75113 -1.84459 -3.54139 0.33 -0.06 0.16
H -0.99432 -4.60349 -2.54501 0.11 0.20 -0.13
H 2.62169 -3.76714 -1.85975 -0.29 -0.06 0.00
H 1.70282 -2.06132 -3.12353 -0.38 0.09 0.12
P -0.89423 0.26220 3.13422 0.01 -0.37 0.61
C -0.46482 1.51750 4.40346 0.21 0.19 -0.10
H -0.98609 1.25978 5.33660 0.18 0.03 -0.23
H -0.77451 2.52247 4.08588 0.11 -0.35 0.02
H 0.61879 1.51823 4.58371 -0.27 0.03 -0.01
C -2.71248 0.18538 3.39673 -0.01 -0.04 -0.27
H -2.92537 0.13708 4.47239 0.05 -0.05 -0.24
H -3.11659 -0.70945 2.90709 -0.01 0.16 0.11
H -3.18581 1.07583 2.96645 0.13 -0.25 0.13
C -0.37110 -1.27190 4.00689 -0.05 0.09 0.07
H -0.80492 -2.14272 3.49747 0.14 0.12 0.16
H -0.71329 -1.24588 5.05017 0.12 -0.16 -0.22
H 0.72431 -1.34814 3.98271 -0.24 -0.05 0.06
P -2.28962 1.40536 -1.54159 -0.11 -0.15 -0.74
C -1.76565 1.34308 -3.30029 -0.28 -0.19 -0.07
H -2.64231 1.07943 -3.90568 0.32 0.16 -0.17
H -0.97731 0.58612 -3.43388 -0.27 0.26 -0.05
H -1.38078 2.32350 -3.59626 -0.02 -0.17 -0.06
C -3.62958 0.14166 -1.53385 0.15 0.02 0.05
H -3.29734 -0.74043 -2.09803 -0.12 0.14 0.16
H -4.52788 0.56651 -1.99728 0.12 -0.24 0.07
H -3.84825 -0.14878 -0.50078 -0.12 0.01 -0.18
C -3.30009 2.95438 -1.52665 0.15 0.03 0.13
H -3.98245 2.97118 -2.39249 0.29 -0.14 0.22
H -2.64514 3.83755 -1.57012 -0.20 -0.31 0.09
H -3.89420 3.00625 -0.60142 0.30 -0.03 -0.33
Br -1.56207 2.64285 1.21502 0.19 0.13 0.22
```
Forces are in eV/Å.

Its spin multiplicity is 4. Its HOMO energy (spin up / spin down) is -10.8 / -10.7 eV. As for the HOMO-LUMO gap (spin up / spin down): 8.025 / 8.100 eV. The expectation value of S² is 3.756. As for the net charge: +1. Its LUMO energy (spin up / spin down) is -2.73 / -2.62 eV.